ORCA calculation (ωB97M-V with the def2-TZVPD basis set) on a cluster of 8 separate species, C32H54N6O4S2 in total in a non-equilibrium geometry.

Atoms and positions in Å:
C -1.238 4.101 -0.185
C -2.245 4.990 0.520
C -2.737 4.471 1.880
C -1.722 4.281 2.900
N -0.974 4.105 3.754
H -0.808 4.528 -1.083
H -1.681 3.139 -0.452
H -0.402 3.869 0.483
H -3.143 5.111 -0.094
H -1.901 6.028 0.573
H -3.037 3.444 1.621
H -3.609 4.957 2.310
C 5.778 0.043 -1.180
C 5.045 -0.237 -2.482
C 5.361 -1.629 -3.093
C 4.664 -2.695 -2.373
N 4.106 -3.505 -1.778
H 5.445 0.942 -0.661
H 6.848 0.196 -1.334
H 5.608 -0.811 -0.520
H 5.326 0.468 -3.271
H 3.970 -0.095 -2.370
H 6.419 -1.782 -2.852
H 5.241 -1.621 -4.170
C 5.845 -2.538 3.605
C 4.617 -3.454 3.324
C 3.335 -2.804 3.829
C 3.386 -2.495 5.269
N 3.454 -2.292 6.397
H 5.785 -2.121 4.611
H 5.926 -1.729 2.877
H 6.798 -3.071 3.616
H 4.937 -4.324 3.902
H 4.541 -3.753 2.283
H 2.493 -3.476 3.658
H 3.144 -1.852 3.332
C 1.809 -2.818 -5.198
C 1.137 -2.679 -3.805
C 1.204 -3.949 -2.958
C 0.200 -4.032 -1.894
N -0.594 -4.099 -1.069
H 1.151 -3.377 -5.866
H 2.802 -3.251 -5.122
H 1.794 -1.799 -5.585
H 0.129 -2.310 -3.999
H 1.666 -1.861 -3.312
H 2.160 -3.976 -2.430
H 1.032 -4.832 -3.576
C -0.533 -0.288 1.429
C -0.159 1.078 0.864
C 1.373 1.101 0.662
S 1.738 -0.571 0.068
O 2.771 -1.229 0.854
O 1.818 -0.481 -1.386
C 0.104 -1.304 0.497
H -1.608 -0.451 1.338
H -0.241 -0.427 2.469
H -0.467 1.887 1.527
H -0.607 1.203 -0.123
H 1.936 1.157 1.599
H 1.799 1.869 0.023
H 0.361 -2.225 1.018
H -0.483 -1.510 -0.391
C -4.364 1.330 4.343
C -5.588 0.348 4.528
C -5.235 -1.096 4.204
S -3.536 -1.074 3.515
O -3.526 -1.727 2.220
O -2.546 -1.358 4.507
C -3.566 0.725 3.214
H -3.835 1.246 5.297
H -4.723 2.345 4.220
H -6.229 0.700 3.716
H -6.066 0.415 5.500
H -5.778 -1.491 3.350
H -5.124 -1.828 5.003
H -4.058 0.923 2.254
H -2.546 1.072 3.035
N -3.804 -0.688 -0.806
C -5.088 -0.209 -0.815
C -5.202 0.635 -1.886
C -3.958 0.678 -2.560
C -3.116 -0.173 -1.875
H -3.480 -1.318 -0.094
H -5.851 -0.709 -0.240
H -6.010 1.318 -2.101
H -3.836 1.309 -3.419
H -2.072 -0.407 -2.013
N -1.343 2.763 -5.132
C -1.255 1.888 -4.082
C -0.504 2.506 -3.121
C -0.083 3.778 -3.587
C -0.563 3.856 -4.892
H -1.964 2.682 -5.915
H -1.813 0.974 -4.050
H -0.130 2.152 -2.170
H 0.503 4.513 -3.067
H -0.574 4.702 -5.562

## Properties
Structure (SMILES): O=S1(=O)CCCC1.O=S1(=O)CCCC1.c1cc[nH]c1.c1cc[nH]c1.CCCC#N.CCCC#N.CCCC#N.CCCC#N
Highest occupied orbital energy (eV): -8.40
ΔE to the lowest compared entry with this formula, charge and spin (kcal/mol): 13.47
E (a.u.): -2677.48682
Gap between HOMO and LUMO (eV): 8.71